Density functional theory data (ωB97M-V/def2-TZVPD) for a 2-piece molecular cluster, C6H14N2O2 overall.

**Structure (SMILES)**: CNC(C)=O.CNC(C)=O
**Energy above the lowest of the compared OMol25 structures with the same formula, charge and spin**: 0.807 eV
**HOMO**: -9.7302 eV
**Gap between HOMO and LUMO**: 0.38071 Eh
**E_LUMO**: 0.629 eV
**Net charge**: 0
**DFT total energy**: -13524.818 eV

Atoms and positions in Å:
1 O 1.810 -1.498 1.926
2 O -2.667 -0.341 -1.709
3 N -0.613 0.513 -1.449
4 N 1.190 0.604 1.353
5 C 2.339 0.906 0.535
6 C -0.342 -0.808 2.626
7 C 1.002 -0.591 1.976
8 C -1.465 -0.516 -1.770
9 C -1.139 1.787 -1.066
10 C -0.799 -1.831 -2.070
11 H -1.493 -2.415 -2.675
12 H -1.031 -1.284 1.924
13 H 2.120 1.027 -0.530
14 H -1.617 1.754 -0.074
15 H -0.508 -2.296 -1.134
16 H 0.041 -1.696 -2.757
17 H -0.149 -1.488 3.456
18 H 0.365 0.454 -1.657
19 H 0.435 1.268 1.402
20 H -0.399 2.582 -1.117
21 H 2.913 1.721 0.965
22 H 2.954 0.004 0.490
23 H -0.948 0.017 3.009
24 H -1.999 2.129 -1.651

Atomic partial charges in e from the natural (NBO) method, atoms 1 to 6:
1. O -0.628
2. O -0.617
3. N -0.630
4. N -0.616
5. C -0.426
6. C -0.723